Record 1
Computed, not measured: C21H24O6 in the gas phase, with wB97M-V/def2-TZVPD.

```
! RIJCOSX wB97M-V def2-TZVPD def2/J DEFGRID3
* xyz 0 1
O -1.347 1.065 -4.780
C -0.660 0.558 -3.915
C -0.780 0.940 -2.492
C -1.976 1.486 -2.029
C -2.108 1.829 -0.705
C -1.059 1.664 0.206
C 0.174 1.175 -0.272
C 0.285 0.810 -1.605
H 1.234 0.451 -1.974
O 1.253 1.127 0.587
C 2.116 0.016 0.512
C 1.396 -1.304 0.795
O 1.023 -1.325 2.152
C 0.214 -2.424 2.503
C -0.071 -2.357 4.000
O -1.092 -1.418 4.262
C -0.933 -0.687 5.461
C 0.006 0.526 5.311
O -0.662 1.735 5.023
C -1.397 1.771 3.821
C -0.528 1.643 2.563
H 0.341 2.308 2.636
H -0.186 0.612 2.451
O -1.352 2.025 1.472
H -2.166 0.988 3.799
H -1.886 2.748 3.818
H 0.511 0.722 6.260
H 0.760 0.302 4.545
H -1.931 -0.337 5.736
H -0.566 -1.345 6.258
H 0.858 -2.083 4.513
H -0.392 -3.349 4.351
H 0.735 -3.364 2.268
H -0.735 -2.397 1.948
H 2.067 -2.148 0.569
H 0.507 -1.387 0.152
H 2.623 -0.046 -0.458
H 2.858 0.194 1.293
H -3.034 2.226 -0.321
H -2.794 1.612 -2.721
C 0.348 -0.488 -4.244
C 1.084 -0.370 -5.420
C 2.017 -1.332 -5.759
C 2.208 -2.432 -4.938
C 1.458 -2.571 -3.781
C 0.534 -1.603 -3.431
H -0.065 -1.722 -2.539
H 1.594 -3.438 -3.150
H 2.934 -3.186 -5.204
H 2.593 -1.229 -6.667
H 0.916 0.488 -6.053
*
```

Computed properties:
HOMO, eV: -8.42
Molecular weight, g mol⁻¹: 372.42
Calculated total energy, eV: -34449.4338
SMILES string: O=C(c1ccccc1)c1ccc2c(c1)OCCOCCOCCOCCO2
HOMO-LUMO gap, eV: 8.68

Record 2
Computed, not measured: a molecular structure, C21H25BCrF4N4O6P in a non-equilibrium geometry, with wB97M-V/def2-TZVPD.

```
! RIJCOSX wB97M-V def2-TZVPD def2/J DEFGRID3
* xyz -1 5
Cr 0.000 0.000 0.000
N -0.830 -0.373 1.693
C -0.234 -0.499 2.947
C -1.033 -0.937 4.017
C -0.511 -1.049 5.302
C 0.814 -0.715 5.530
C 1.607 -0.242 4.479
C 1.110 -0.079 3.163
C 2.012 0.481 2.089
C 3.126 1.289 2.397
C 4.003 1.758 1.408
C 3.779 1.452 0.070
C 2.675 0.686 -0.278
C 1.817 0.219 0.719
H -1.716 -1.085 1.442
H -1.626 0.409 1.604
H -2.070 -1.209 3.849
H -1.136 -1.405 6.117
H 1.240 -0.818 6.525
H 2.644 -0.014 4.711
H 3.338 1.578 3.424
H 4.860 2.364 1.690
H 4.459 1.812 -0.697
H 2.471 0.440 -1.315
O -1.058 3.144 -0.521
C -1.883 2.209 -0.278
O -1.593 0.990 -0.067
C -3.354 2.583 -0.237
C -3.764 3.909 -0.459
C -5.115 4.260 -0.422
C -6.073 3.274 -0.160
C -5.689 1.946 0.065
C -4.335 1.610 0.025
N -7.493 3.635 -0.120
O -7.800 4.820 -0.323
O -8.317 2.736 0.116
H -3.008 4.668 -0.662
H -5.393 5.296 -0.599
H -6.418 1.167 0.270
H -4.023 0.580 0.198
F 1.376 -1.351 -3.541
B 1.888 -1.590 -2.201
F 1.864 -3.016 -1.920
F 3.255 -1.102 -2.110
F 1.059 -0.891 -1.234
N -2.086 -1.888 -3.378
C -2.177 -2.974 -2.342
P -2.397 -2.287 -0.662
O -3.775 -1.682 -0.600
O -1.190 -1.425 -0.396
C -2.340 -3.644 0.561
N -2.385 -3.123 1.970
H -2.953 -1.331 -3.319
H -1.913 -2.196 -4.336
H -1.347 -1.237 -3.061
H -1.246 -3.544 -2.402
H -3.022 -3.609 -2.619
H -1.407 -4.206 0.464
H -3.194 -4.316 0.441
H -2.308 -3.823 2.710
H -3.255 -2.574 2.070
H -1.633 -2.417 2.051
H 0.590 1.350 -0.834
*
```

Computed properties:
HOMO (alpha / beta), eV: -1.80 / -4.25
⟨S²⟩: 6.0771
Molecular weight, g mol⁻¹: 599.23
Calculated total energy, eV: -89685.0180
HOMO-LUMO gap (alpha / beta), eV: 3.12 / 5.45

Record 3
Computed, not measured: a molecular structure, C21H25Cl3N4O2PdS, with wB97M-V/def2-TZVPD.

```
! RIJCOSX wB97M-V def2-TZVPD def2/J DEFGRID3
* xyz 2 1
Pd -0.017 0.753 0.442
N 2.029 1.181 0.362
C 2.752 1.881 1.472
C 2.533 1.137 2.776
C 1.082 1.202 3.275
C 0.388 -0.146 3.285
N 0.328 -0.745 1.903
H 2.497 0.289 0.203
H 2.158 1.690 -0.507
H 2.382 2.906 1.518
H 3.811 1.908 1.213
H 3.220 1.519 3.529
H 2.843 0.096 2.616
H 0.497 1.886 2.647
H 1.033 1.630 4.276
H -0.638 -0.052 3.638
H 0.902 -0.858 3.932
H -0.390 -1.466 1.904
H 1.189 -1.248 1.699
O -2.904 -0.229 0.144
C -1.858 0.148 0.248
Cl 0.981 6.307 5.368
C -0.190 6.056 4.127
C -0.787 4.812 3.988
C -1.728 4.633 2.990
C -2.093 5.657 2.120
C -3.148 5.358 1.079
C -2.612 5.439 -0.360
N -1.556 4.434 -0.546
C -0.284 4.687 -0.981
C 0.390 3.512 -0.926
N -0.466 2.534 -0.455
C -1.637 3.140 -0.244
O -4.256 6.199 1.235
C -5.522 5.598 0.931
C -5.768 4.329 1.697
C -5.700 4.207 3.057
Cl -5.350 5.446 4.181
S -6.010 2.610 3.596
C -6.241 2.067 1.990
C -6.084 3.077 1.091
C -1.479 6.899 2.295
Cl -1.865 8.250 1.282
C -0.533 7.103 3.288
H -0.540 4.019 4.679
H -2.239 3.678 2.910
H -3.451 4.321 1.266
H -2.156 6.406 -0.545
H -3.408 5.285 -1.087
H 0.027 5.669 -1.293
H 1.400 3.326 -1.241
H -2.541 2.676 0.113
H -5.603 5.385 -0.140
H -6.254 6.368 1.170
H -6.528 1.045 1.800
H -6.233 2.956 0.026
H -0.075 8.075 3.409
*
```

Computed properties:
HOMO, eV: -13.20
Molecular weight, g mol⁻¹: 610.30
Calculated total energy, eV: -84106.4582
HOMO-LUMO gap, eV: 5.47

Record 4
Computed, not measured: 6 unconnected molecules or ions with the total composition C21H25Cl4N5 in a non-equilibrium geometry, with wB97M-V/def2-TZVPD.

```
! RIJCOSX wB97M-V def2-TZVPD def2/J DEFGRID3
* xyz -1 2
N 2.606 4.370 2.096
C 2.827 4.481 3.403
C 3.056 3.204 3.936
C 2.799 2.306 2.922
C 2.604 3.036 1.736
H 2.549 5.138 1.442
H 2.983 5.449 3.855
H 3.199 3.094 5.001
H 2.761 1.228 2.974
H 2.436 2.669 0.734
N -3.182 2.037 -4.567
C -3.050 0.636 -4.704
C -1.839 0.216 -4.093
C -1.348 1.408 -3.462
C -2.142 2.510 -3.784
H -3.937 2.656 -4.826
H -3.655 -0.020 -5.312
H -1.565 -0.829 -4.073
H -0.439 1.447 -2.879
H -2.052 3.563 -3.565
N 3.256 3.817 -3.293
C 2.699 4.464 -4.359
C 1.768 3.580 -4.919
C 1.805 2.387 -4.169
C 2.725 2.558 -3.151
H 4.003 4.204 -2.734
H 3.062 5.462 -4.555
H 1.013 3.809 -5.657
H 1.090 1.599 -4.354
H 3.027 1.914 -2.338
N -0.994 -2.268 4.720
C -0.114 -2.207 3.672
C 0.429 -3.457 3.586
C -0.100 -4.189 4.672
C -0.994 -3.419 5.358
H -1.619 -1.532 5.014
H 0.004 -1.308 3.085
H 1.111 -3.871 2.858
H 0.199 -5.169 5.013
H -1.640 -3.624 6.199
N -3.383 -5.548 1.678
C -2.555 -4.489 1.946
C -2.683 -3.669 0.878
C -3.520 -4.150 -0.091
C -3.985 -5.300 0.446
H -3.493 -6.325 2.314
H -2.025 -4.466 2.887
H -2.101 -2.762 0.802
H -3.940 -3.718 -0.988
H -4.700 -5.985 0.015
C 1.414 -0.995 -0.259
Cl 2.658 0.035 0.437
Cl -0.170 -0.801 0.523
Cl 1.271 -0.476 -2.041
Cl 1.870 -2.702 -0.029
*
```

Computed properties:
HOMO (alpha / beta), eV: -0.63 / -5.65
⟨S²⟩: 0.7528
Molecular weight, g mol⁻¹: 489.28
Calculated total energy, eV: -79719.7773
HOMO-LUMO gap (alpha / beta), eV: 3.26 / 8.28

Record 5
Computed, not measured: a molecular structure, C21H25ClIN10O2RuS, with wB97M-V/def2-TZVPD.

```
! RIJCOSX wB97M-V def2-TZVPD def2/J DEFGRID3
* xyz 3 5
Ru -0.351 -0.129 0.129
Cl -2.963 -4.646 4.606
C -2.192 -3.335 3.898
C -1.607 -2.371 4.713
C -0.956 -1.278 4.173
I -0.114 0.167 5.363
C -0.870 -1.140 2.748
O -0.277 -0.173 2.164
C -1.484 -2.150 1.915
N -1.359 -1.963 0.571
C -1.907 -2.852 -0.260
C -2.615 -3.954 0.211
C -2.735 -4.152 1.566
C -2.149 -3.234 2.455
H -1.667 -2.488 5.788
H -1.766 -2.695 -1.319
H -3.055 -4.646 -0.497
H -3.269 -5.013 1.950
C 3.504 3.361 1.198
N 2.470 2.307 1.073
C 1.096 2.807 1.163
C 2.643 1.026 0.686
O 1.625 0.415 0.140
N 3.751 0.288 0.808
C 3.684 -1.148 0.484
C 5.118 0.654 1.238
H 2.991 4.317 1.182
H 4.183 3.358 0.351
H 4.059 3.299 2.130
H 1.089 3.641 1.859
H 0.436 2.050 1.568
H 0.718 3.158 0.199
H 2.673 -1.518 0.541
H 4.292 -1.682 1.212
H 4.089 -1.350 -0.509
H 5.298 1.705 1.270
H 5.818 0.219 0.528
H 5.325 0.229 2.221
N -3.708 3.448 2.140
N -2.993 2.875 1.143
N -2.851 3.481 -0.022
C -2.048 2.647 -0.653
N -1.736 1.594 0.117
N -2.363 1.761 1.298
H -4.343 4.157 1.807
H -4.012 2.806 2.853
H -1.702 2.805 -1.664
N -1.269 -0.119 -6.860
C -0.344 -0.765 -6.134
S 0.712 -1.872 -6.703
C -0.362 -0.542 -4.660
C 0.834 -0.541 -3.933
C 0.803 -0.425 -2.572
N -0.375 -0.305 -1.886
C -1.539 -0.296 -2.588
C -1.565 -0.403 -3.949
H -1.318 -0.299 -7.851
H -1.850 0.615 -6.493
H 1.780 -0.650 -4.447
H 1.705 -0.436 -1.985
H -2.454 -0.197 -2.020
H -2.524 -0.424 -4.455
*
```

Computed properties:
HOMO (alpha / beta), eV: -15.36 / -15.24
⟨S²⟩: 6.0440
Molecular weight, g mol⁻¹: 744.99
Calculated total energy, eV: -75191.2572
HOMO-LUMO gap (alpha / beta), eV: 6.10 / 4.07

Record 6
Computed, not measured: a molecular structure, C21H25F3N5O3PPtTe in a non-equilibrium geometry, with wB97M-V/def2-TZVPD.

```
! RIJCOSX wB97M-V def2-TZVPD def2/J DEFGRID3
* xyz 0 3
Pt -1.170 0.606 0.610
C 0.253 3.553 1.276
N -0.281 2.461 2.087
C 0.696 1.777 2.926
C 1.545 0.928 2.035
N 1.068 0.372 0.956
C 2.127 -0.182 0.291
C 2.185 -0.798 -0.953
C 3.422 -1.222 -1.393
C 4.573 -1.048 -0.621
C 4.536 -0.424 0.612
C 3.299 0.023 1.053
N 2.891 0.737 2.160
C -0.059 3.378 -0.183
N -0.151 2.225 -0.797
C -0.471 2.500 -2.104
C -0.705 1.644 -3.173
C -1.004 2.220 -4.390
C -1.064 3.606 -4.553
C -0.844 4.470 -3.499
C -0.548 3.899 -2.272
N -0.283 4.428 -1.030
H -0.143 4.520 1.608
H 1.345 3.576 1.396
H -1.107 2.737 2.607
H 1.322 2.478 3.500
H 0.149 1.134 3.629
H 1.282 -0.925 -1.528
H 3.507 -1.704 -2.356
H 5.518 -1.406 -1.001
H 5.432 -0.287 1.198
H 3.469 1.012 2.938
H -0.682 0.577 -3.029
H -1.196 1.585 -5.242
H -1.303 4.011 -5.526
H -0.906 5.540 -3.623
H -0.320 5.401 -0.776
C -3.711 -4.427 -0.171
C -3.180 -3.852 1.130
O -1.775 -3.666 1.087
P -1.166 -2.165 1.053
O -1.248 -1.623 -0.341
Te -2.106 -0.828 2.794
O 0.354 -2.473 1.493
C 1.119 -3.401 0.735
C 1.206 -4.724 1.474
H -4.769 -4.652 -0.056
H -3.179 -5.341 -0.423
H -3.579 -3.707 -0.975
H -3.378 -4.540 1.959
H -3.673 -2.896 1.345
H 2.115 -2.962 0.610
H 0.667 -3.529 -0.254
H 1.640 -4.555 2.457
H 1.828 -5.423 0.922
H 0.210 -5.138 1.595
F -3.300 1.989 -1.002
C -3.062 1.414 0.215
F -3.250 2.475 1.091
F -4.148 0.620 0.429
*
```

Computed properties:
HOMO (alpha / beta), eV: -5.65 / -7.14
⟨S²⟩: 2.0116
Molecular weight, g mol⁻¹: 806.11
Calculated total energy, eV: -63759.8630
HOMO-LUMO gap (alpha / beta), eV: 5.74 / 7.19